1.
{
  "formula": "C25H40ClN4SeSrTe",
  "method": "the ωB97M-V functional and the def2-TZVPD basis",
  "symbols": ["Sr", "N", "C", "C", "N", "C", "C", "H", "H", "H", "H", "H", "H", "H", "H", "H", "H", "H", "Se", "C", "C", "C", "C", "C", "C", "H", "H", "H", "H", "H", "C", "C", "N", "C", "C", "N", "C", "C", "H", "H", "H", "H", "H", "H", "H", "H", "H", "H", "H", "H", "Cl", "C", "C", "C", "C", "C", "C", "C", "H", "H", "H", "H", "H", "H", "C", "Te", "C", "H", "H", "H", "H", "H", "H"],
  "coordinates": [[0.664, -0.632, -0.853], [4.519, -0.389, -2.732], [4.871, -1.784, -2.255], [4.327, -1.978, -0.843], [4.844, -0.925, 0.002], [4.322, 0.369, -0.379], [4.870, 0.711, -1.757], [3.521, -0.362, -2.870], [4.948, -0.204, -3.640], [5.950, -1.898, -2.291], [4.386, -2.474, -2.944], [4.648, -2.948, -0.473], [3.215, -1.961, -0.895], [4.668, -1.123, 0.979], [4.663, 1.130, 0.320], [3.211, 0.377, -0.397], [5.953, 0.794, -1.721], [4.426, 1.625, -2.147], [-1.909, -0.811, -1.730], [-3.756, -0.675, -1.375], [-4.222, 0.278, -0.475], [-5.581, 0.363, -0.198], [-6.467, -0.531, -0.778], [-5.993, -1.511, -1.640], [-4.643, -1.579, -1.951], [-3.523, 0.927, 0.037], [-5.942, 1.120, 0.487], [-7.523, -0.474, -0.549], [-6.676, -2.237, -2.062], [-4.273, -2.342, -2.622], [-0.676, 2.633, -1.014], [-0.990, 4.145, -1.149], [0.242, 4.921, -1.036], [0.820, 4.721, 0.291], [1.050, 3.207, 0.556], [0.761, 2.439, -0.669], [1.570, 2.995, -1.774], [1.181, 4.470, -2.052], [-0.857, 2.104, -1.951], [-1.300, 2.180, -0.247], [-1.677, 4.477, -0.370], [-1.452, 4.362, -2.113], [0.143, 5.147, 1.031], [1.758, 5.278, 0.342], [0.398, 2.835, 1.345], [2.084, 3.007, 0.854], [1.424, 2.351, -2.649], [2.617, 2.933, -1.453], [0.716, 4.581, -3.032], [2.061, 5.116, -2.023], [-2.948, -0.592, 4.625], [-2.653, -2.061, 3.743], [-3.621, -2.603, 2.917], [-3.301, -3.619, 2.000], [-2.188, -4.461, 2.354], [-1.329, -4.091, 3.334], [-1.348, -2.750, 3.948], [-0.216, -2.190, 4.425], [-4.572, -2.089, 2.837], [-4.017, -3.944, 1.260], [-2.024, -5.384, 1.808], [-0.506, -4.727, 3.637], [0.676, -2.801, 4.499], [-0.236, -1.275, 5.002], [0.449, -2.856, 0.371], [-1.502, -1.773, 1.298], [-0.020, 0.115, 1.447], [1.252, -2.221, 0.798], [0.214, -2.934, -0.731], [0.454, -3.846, 0.810], [-0.584, 0.659, 2.206], [-0.387, 0.617, 0.517], [1.035, 0.068, 1.758]],
  "forces_ev_per_angstrom": [[-0.49, 0.51, -0.73], [0.61, -0.13, 0.35], [-0.28, -0.15, 0.17], [0.20, 0.51, -0.37], [-0.16, -0.04, 0.29], [0.23, -0.39, -0.30], [-0.17, 0.14, 0.15], [-0.57, 0.07, -0.28], [0.00, -0.02, 0.00], [0.03, 0.11, 0.00], [0.17, -0.04, -0.10], [-0.14, -0.08, -0.02], [0.12, -0.25, 0.07], [0.11, 0.01, 0.01], [-0.13, 0.07, 0.02], [0.13, 0.25, -0.01], [0.02, -0.05, -0.06], [0.11, 0.04, -0.04], [0.42, 0.37, -2.02], [-0.02, -0.07, 0.40], [-0.09, -0.10, 0.02], [0.03, -0.02, 0.04], [-0.02, 0.01, 0.00], [0.02, 0.01, -0.02], [-0.03, 0.02, 0.06], [0.02, 0.10, -0.09], [0.01, -0.02, 0.02], [0.00, 0.00, 0.00], [0.00, 0.04, -0.05], [0.01, 0.00, -0.02], [0.17, 0.31, -0.21], [0.06, -0.04, 0.02], [-0.02, 0.07, 0.00], [0.02, -0.05, -0.04], [0.04, 0.07, -0.05], [-0.12, -0.23, -0.35], [0.03, -0.13, 0.28], [0.05, 0.02, 0.04], [-0.13, -0.05, 0.05], [0.03, -0.11, 0.00], [0.00, 0.00, 0.00], [-0.02, 0.00, 0.01], [0.01, 0.00, 0.01], [-0.01, 0.01, 0.01], [0.03, -0.04, 0.00], [-0.01, -0.01, 0.03], [0.02, 0.10, -0.10], [0.01, -0.02, -0.09], [-0.01, 0.00, 0.01], [0.00, -0.01, -0.04], [-0.09, -0.03, 0.10], [0.60, -0.72, 0.23], [-0.21, 0.58, -0.16], [0.25, -0.37, 0.36], [0.15, 0.14, 0.35], [0.09, 0.04, 0.52], [-0.54, -0.47, -0.32], [-0.20, -0.19, 1.11], [0.05, 0.06, -0.05], [-0.08, 0.00, 0.08], [-0.09, -0.07, 0.09], [0.01, -0.06, -0.14], [0.02, 0.02, -0.04], [0.03, 0.12, -0.20], [-1.60, 0.50, -0.23], [1.82, 0.41, -0.35], [-2.20, -0.40, 0.26], [-0.04, -0.64, -0.41], [0.84, -0.15, 0.72], [0.00, 0.03, 0.10], [0.22, -0.15, 0.29], [0.83, 0.41, 1.13], [-0.10, 0.16, -0.53]],
  "lowdin_charge": [0.89, 0.07, -0.07, -0.19, -0.04, -0.19, -0.08, 0.16, 0.19, 0.14, 0.14, 0.15, 0.08, 0.14, 0.15, 0.09, 0.15, 0.12, 0.45, -0.68, -0.15, -0.09, -0.09, -0.08, -0.13, 0.08, 0.10, 0.10, 0.10, 0.09, -0.18, -0.13, -0.16, -0.14, -0.15, -0.21, -0.17, -0.15, 0.08, 0.09, 0.13, 0.12, 0.12, 0.12, 0.11, 0.11, 0.11, 0.09, 0.12, 0.12, 0.66, -0.76, -0.26, -0.27, -0.19, -0.15, -0.48, -0.05, 0.11, 0.09, 0.11, 0.10, 0.04, 0.03, -0.41, 1.45, -0.46, -0.04, -0.04, 0.00, 0.01, -0.12, 0.01],
  "total_charge": 1,
  "orbital_gap_ha": 0.10875,
  "e_homo_ev": -7.43,
  "relative_energy_kcal_mol": 176.3,
  "e_lumo_ev": -4.5
}

---

2.
{
  "formula": "C12H13FN4OS",
  "method": "the ωB97M-V functional and the def2-TZVPD basis",
  "symbols": ["N", "C", "N", "C", "N", "C", "N", "H", "H", "C", "H", "S", "C", "C", "H", "O", "C", "C", "C", "C", "C", "C", "H", "H", "H", "H", "F", "H", "H", "H", "H", "H"],
  "coordinates": [[-1.915, -1.398, -2.033], [-0.896, -1.512, -1.141], [-1.134, -1.036, 0.087], [-0.165, -1.164, 0.966], [1.010, -1.733, 0.795], [1.253, -2.223, -0.427], [2.490, -2.750, -0.620], [2.647, -3.348, -1.411], [3.036, -2.910, 0.209], [0.312, -2.132, -1.451], [0.514, -2.512, -2.439], [-0.436, -0.498, 2.570], [-1.930, 0.514, 2.269], [-1.632, 1.940, 1.805], [-2.546, 2.534, 1.913], [-1.330, 2.026, 0.430], [-0.080, 1.753, -0.028], [0.037, 1.526, -1.403], [1.242, 1.243, -2.008], [2.389, 1.184, -1.234], [2.304, 1.419, 0.124], [1.089, 1.706, 0.723], [1.062, 1.863, 1.789], [3.190, 1.373, 0.738], [3.337, 0.950, -1.693], [1.267, 1.064, -3.071], [-1.082, 1.559, -2.168], [-0.850, 2.392, 2.424], [-2.508, -0.015, 1.513], [-2.463, 0.542, 3.218], [-1.691, -1.471, -3.011], [-2.631, -0.735, -1.788]],
  "forces_ev_per_angstrom": [[-0.12, -0.04, -0.23], [0.38, -0.35, 0.33], [-0.35, -0.03, -0.31], [-0.19, -0.05, -0.17], [0.40, -0.14, 0.25], [-0.39, 0.29, -0.07], [0.14, -0.12, -0.09], [0.03, 0.02, 0.06], [0.00, -0.04, -0.02], [-0.07, -0.01, 0.02], [0.04, -0.05, -0.15], [-0.29, 0.11, 0.32], [0.54, -0.03, -0.11], [-0.22, -0.17, 0.43], [0.15, -0.04, 0.04], [0.16, 0.02, -0.39], [0.11, 0.09, -0.28], [-0.04, 0.05, 0.04], [-0.20, 0.07, 0.08], [0.08, 0.01, 0.03], [0.10, 0.01, -0.08], [-0.21, 0.21, 0.06], [-0.05, 0.01, 0.03], [0.08, -0.01, 0.07], [0.10, -0.02, -0.05], [-0.05, -0.01, -0.11], [0.11, 0.06, 0.18], [-0.08, 0.04, -0.06], [-0.13, 0.09, 0.15], [-0.05, 0.01, 0.03], [-0.04, 0.03, 0.04], [0.06, 0.02, -0.02]],
  "lowdin_charge": [0.15, -0.40, 0.10, -0.69, 0.10, -0.40, 0.14, 0.10, 0.10, 0.02, 0.11, 0.97, -0.41, -0.24, 0.13, -0.03, -0.23, -0.22, -0.02, -0.09, -0.09, -0.04, 0.09, 0.11, 0.10, 0.12, 0.06, 0.11, 0.07, 0.07, 0.10, 0.10],
  "orbital_gap_ha": 0.32928,
  "smiles": "Nc1cc(N)nc(SCCOc2ccccc2F)n1",
  "e_homo_ev": -8.11,
  "e_lumo_ev": 0.8
}